The following is a quantum chemistry calculation of one molecule with the formula ClH3N3P3 at a distorted geometry, from OMol25.

Structure (XYZ):
```
10
Properties=species:S:1:pos:R:3:forces:R:3:lowdin_charge:R:1
N 2.3713 -1.2414 -0.3317 0.4 -0.3 -0.5 -0.74
N -0.1356 -1.4197 0.2646 3.3 1.8 -1.8 -0.51
N 0.8628 1.2554 0.1128 3.3 0.1 2.5 -0.55
P 1.3078 -2.2363 0.2640 -1.3 1.0 0.1 0.74
P -0.5418 0.4559 0.1356 0.5 -0.7 -2.0 0.64
P 2.8569 0.1449 -0.9285 -1.8 0.6 1.7 0.51
Cl 4.2315 0.7350 0.5466 -0.4 0.0 -0.4 0.06
H -0.8856 -1.7647 0.7288 -2.6 -2.0 1.7 -0.09
H 1.2600 1.3539 1.1338 -0.9 0.0 -2.5 -0.01
H -0.5857 0.4672 -1.3587 -0.5 -0.4 1.2 -0.07
```
Forces are in eV/Å.

Properties
E_HOMO (spin up / spin down) = -8.4 / -8.4 eV
LUMO energy (spin up / spin down) = -0.93 / -0.92 eV
orbital gap (spin up / spin down) = 7.4 / 7.4 eV
total energy = -1650.3195 Ha



The following is a quantum chemistry calculation of one molecule with the formula ClH3NPS at a distorted geometry, from OMol25.

Structure (XYZ):
```
7
Properties=species:S:1:pos:R:3:forces:R:3:lowdin_charge:R:1
N -0.4628 -1.2188 -1.3149 -0.7 0.0 2.7 -0.46
P -0.6695 0.5422 0.9056 1.4 0.9 -0.3 0.55
S 0.0497 0.1926 -1.1091 -0.1 0.4 -0.5 0.21
Cl 2.1497 0.3244 -0.5921 0.2 0.0 0.2 -0.02
H -0.2850 -1.6664 -2.1516 0.5 -0.7 -2.4 -0.05
H -1.9740 0.3220 0.4384 -0.3 0.7 -0.1 -0.15
H -0.3678 1.9961 0.6400 -1.0 -1.3 0.4 -0.09
```
Forces are in eV/Å.

Properties
E_HOMO = -9.2 eV
LUMO energy = 0.04 eV
orbital gap = 9.2 eV
total energy = -1256.2099 Ha
structure (SMILES) = [H]/N=S(#[PH2])\Cl